Arrangement A

{
  "formula": "C7H12",
  "method": "ωB97M-V/def2-TZVPD",
  "symbols": ["C", "C", "C", "C", "C", "C", "C", "H", "H", "H", "H", "H", "H", "H", "H", "H", "H", "H", "H"],
  "xyz": [[2.851, 1.746, 0.238], [2.005, 0.718, 0.352], [0.536, 0.805, 0.349], [-0.366, -0.408, 0.068], [-0.035, -1.672, 0.335], [-1.706, 0.001, -0.441], [-2.763, -1.029, -0.708], [3.904, 1.511, 0.215], [2.445, 2.721, -0.004], [2.457, -0.267, 0.210], [0.208, 1.499, -0.442], [0.162, 1.079, 1.335], [0.950, -2.064, 0.543], [-0.717, -2.448, 0.010], [-1.524, 0.538, -1.391], [-2.034, 0.844, 0.188], [-3.046, -1.743, 0.067], [-2.466, -1.605, -1.597], [-3.709, -0.694, -1.150]],
  "nbo_charge": [-0.40, -0.17, -0.50, 0.07, -0.45, -0.45, -0.62, 0.20, 0.19, 0.20, 0.22, 0.24, 0.20, 0.19, 0.21, 0.21, 0.22, 0.21, 0.22],
  "total_charge": 0,
  "smiles": "C=CCC(=C)CC"
}



Arrangement B

{
  "formula": "C7H12",
  "method": "ωB97M-V/def2-TZVPD",
  "symbols": ["C", "C", "C", "C", "C", "C", "C", "H", "H", "H", "H", "H", "H", "H", "H", "H", "H", "H", "H"],
  "xyz": [[-1.582, 0.236, -0.367], [-0.294, -0.899, -0.364], [-0.369, -1.609, 0.967], [-0.289, -0.481, 1.682], [0.788, 0.451, 1.142], [1.045, -0.149, -0.267], [1.234, 0.832, -1.411], [-1.712, 0.580, -1.390], [-1.570, 1.181, 0.241], [-2.518, -0.248, -0.039], [-0.514, -1.515, -1.228], [-1.005, -2.468, 1.164], [-1.095, -0.178, 2.334], [1.627, 0.357, 1.840], [0.523, 1.511, 1.072], [1.916, -0.828, -0.236], [0.389, 1.525, -1.452], [2.156, 1.414, -1.323], [1.268, 0.287, -2.364]],
  "nbo_charge": [-0.66, -0.20, -0.28, -0.10, -0.46, -0.23, -0.60, 0.20, 0.21, 0.21, 0.21, 0.21, 0.21, 0.23, 0.21, 0.21, 0.20, 0.21, 0.21],
  "total_charge": 0,
  "smiles": "C[C@@H]1C=CC[C@@H]1C"
}



Arrangement C

{
  "formula": "C7H12",
  "method": "ωB97M-V/def2-TZVPD",
  "symbols": ["C", "C", "C", "C", "C", "C", "C", "H", "H", "H", "H", "H", "H", "H", "H", "H", "H", "H", "H"],
  "xyz": [[2.445, 0.389, -0.716], [1.156, -0.451, -0.656], [0.232, -0.249, 0.549], [-0.562, 1.092, 0.718], [-1.866, 0.301, 0.800], [-2.056, -0.498, -0.450], [-1.115, -1.003, 0.605], [2.846, 0.394, -1.736], [3.226, -0.021, -0.074], [2.309, 1.438, -0.439], [0.589, -0.252, -1.568], [1.446, -1.511, -0.713], [0.795, -0.457, 1.458], [-0.499, 1.796, -0.122], [-0.308, 1.612, 1.647], [-2.679, 0.501, 1.492], [-3.004, -1.023, -0.532], [-1.665, -0.115, -1.394], [-1.289, -1.942, 1.130]],
  "nbo_charge": [-0.61, -0.40, -0.20, -0.40, -0.23, -0.43, -0.22, 0.21, 0.20, 0.20, 0.19, 0.20, 0.20, 0.20, 0.21, 0.22, 0.22, 0.20, 0.22],
  "total_charge": 0,
  "smiles": "CC[C@H]1C[C@H]2C[C@@H]12"
}



Arrangement D

{
  "formula": "C7H12",
  "method": "ωB97M-V/def2-TZVPD",
  "symbols": ["C", "C", "C", "C", "H", "H", "H", "H", "H", "H", "H", "H", "C", "C", "C", "H", "H", "H", "H"],
  "xyz": [[-0.189, -1.888, -0.161], [0.381, -1.420, -1.202], [1.681, -0.587, -0.958], [-0.135, -1.527, -2.582], [0.234, -1.591, 0.789], [-1.103, -2.407, -0.025], [2.477, -1.185, -0.479], [1.531, 0.169, -0.234], [2.059, -0.098, -1.920], [-0.123, -0.433, -2.862], [-1.072, -1.798, -2.789], [0.532, -2.096, -3.199], [-1.567, 1.330, 0.856], [-1.573, 2.100, 1.781], [-1.319, 2.835, 2.924], [-1.999, 0.896, 0.010], [-0.363, 3.389, 2.890], [-1.216, 2.139, 3.744], [-2.130, 3.585, 3.181]],
  "nbo_charge": [-0.41, 0.03, -0.65, -0.63, 0.18, 0.20, 0.22, 0.22, 0.21, 0.21, 0.21, 0.22, -0.26, 0.02, -0.71, 0.23, 0.24, 0.24, 0.24],
  "total_charge": 0,
  "smiles": "C=C(C)C.C#CC"
}



Each structure's energy above the most stable one, in kcal/mol: arrangement A 7.9; arrangement B 34.3; arrangement C 0.0; arrangement D 48.3.



Arrangement A

{
  "formula": "C7H12",
  "method": "ωB97M-V/def2-TZVPD",
  "symbols": ["C", "C", "C", "C", "C", "C", "C", "H", "H", "H", "H", "H", "H", "H", "H", "H", "H", "H", "H"],
  "xyz": [[-2.179, -0.233, -0.329], [-1.064, 0.658, 0.202], [-0.082, -0.140, 1.160], [1.359, 0.349, 0.785], [2.403, -0.751, 0.654], [0.786, 0.938, -0.428], [-0.246, 1.371, -0.990], [-1.771, -1.068, -0.908], [-2.753, -0.649, 0.510], [-2.858, 0.331, -0.975], [-1.498, 1.499, 0.751], [-0.317, 0.001, 2.219], [-0.152, -1.209, 0.929], [1.708, 1.129, 1.470], [2.056, -1.541, -0.019], [2.598, -1.191, 1.638], [3.349, -0.358, 0.266], [-0.478, 0.561, -3.175], [-0.863, 0.303, -3.760]],
  "nbo_charge": [-0.61, -0.16, -0.39, -0.30, -0.60, 0.10, -0.19, 0.21, 0.21, 0.23, 0.21, 0.22, 0.21, 0.22, 0.21, 0.22, 0.22, 0.02, -0.03],
  "total_charge": 0
}



Arrangement B

{
  "formula": "C7H12",
  "method": "ωB97M-V/def2-TZVPD",
  "symbols": ["C", "C", "C", "C", "C", "C", "C", "H", "H", "H", "H", "H", "H", "H", "H", "H", "H", "H", "H"],
  "xyz": [[2.453, 0.257, -0.695], [1.120, -0.478, -0.762], [0.386, -0.493, 0.554], [-0.611, 1.182, 0.803], [-1.751, 0.212, 0.863], [-1.984, -0.525, -0.413], [-1.006, -1.073, 0.596], [2.978, 0.247, -1.656], [3.100, -0.192, 0.065], [2.292, 1.305, -0.416], [0.494, -0.039, -1.557], [1.272, -1.523, -1.081], [0.537, 0.394, 1.266], [-0.431, 1.757, -0.100], [-0.528, 1.842, 1.689], [-2.520, 0.295, 1.619], [-2.938, -1.039, -0.490], [-1.636, -0.098, -1.352], [-1.227, -2.031, 1.067]],
  "nbo_charge": [-0.60, -0.45, -0.18, -0.42, -0.25, -0.42, -0.26, 0.21, 0.21, 0.20, 0.18, 0.22, 0.27, 0.21, 0.22, 0.22, 0.22, 0.21, 0.22],
  "total_charge": 0
}



Arrangement C

{
  "formula": "C7H12",
  "method": "ωB97M-V/def2-TZVPD",
  "symbols": ["C", "C", "C", "C", "C", "C", "C", "H", "H", "H", "H", "H", "H", "H", "H", "H", "H", "H", "H"],
  "xyz": [[1.099, 2.068, -0.448], [0.554, 0.964, -0.005], [0.699, -0.286, 0.755], [1.633, -1.381, 0.293], [-0.600, 0.054, 0.026], [-1.796, 0.429, 0.880], [-0.983, -0.697, -1.233], [0.556, 2.756, -1.076], [2.114, 2.340, -0.201], [0.656, -0.201, 1.838], [1.234, -2.360, 0.555], [2.604, -1.267, 0.774], [1.782, -1.342, -0.782], [-1.482, 0.977, 1.765], [-2.481, 1.059, 0.314], [-2.331, -0.466, 1.194], [-1.393, -1.675, -0.982], [-1.740, -0.138, -1.781], [-0.126, -0.836, -1.886]],
  "nbo_charge": [-0.40, 0.03, -0.26, -0.60, -0.09, -0.59, -0.60, 0.20, 0.20, 0.22, 0.21, 0.21, 0.21, 0.21, 0.21, 0.21, 0.21, 0.21, 0.21],
  "total_charge": 0,
  "smiles": "C=C1[C@H](C)C1(C)C"
}



Arrangement D

{
  "formula": "C7H12",
  "method": "ωB97M-V/def2-TZVPD",
  "symbols": ["C", "C", "C", "C", "C", "C", "C", "H", "H", "H", "H", "H", "H", "H", "H", "H", "H", "H", "H"],
  "xyz": [[0.521, 2.237, -0.565], [0.256, 0.776, -0.909], [0.911, -0.216, 0.073], [-0.077, -1.403, 0.178], [-0.171, -1.994, 1.593], [-1.438, -0.996, -0.345], [-1.240, 0.376, -0.874], [0.096, 2.479, 0.418], [1.595, 2.449, -0.527], [0.072, 2.910, -1.305], [0.636, 0.579, -1.921], [1.921, -0.518, -0.238], [1.018, 0.252, 1.062], [0.229, -2.220, -0.505], [-0.510, -1.218, 2.288], [0.804, -2.350, 1.946], [-0.887, -2.819, 1.631], [-1.886, 1.021, -0.244], [-1.851, 0.654, -1.757]],
  "nbo_charge": [-0.60, -0.23, -0.41, -0.41, -0.59, 0.20, -0.63, 0.20, 0.21, 0.21, 0.20, 0.22, 0.20, 0.26, 0.20, 0.21, 0.23, 0.29, 0.26],
  "total_charge": 0
}



Each structure's energy above the most stable one, in kcal/mol: arrangement A 84.9; arrangement B 67.2; arrangement C 0.0; arrangement D 39.8.